Entry from the OMol25 dataset: C32H54GaGeNOSe2Te as an isolated structure (wB97M-V/def2-TZVPD).

Output
⟨S²⟩ ... 0.7572
Net charge ... +3
Max |F| ... 0.22 eV Å⁻¹
Spin multiplicity ... 2
E ... -284449.773 eV
HOMO energy (spin up / spin down) ... -0.5560 / -0.5560 hartree

```
93
Properties=species:S:1:pos:R:3:forces:R:3
Ga 1.223229 0.669274 1.954273 0.1171 0.1231 0.0741
C -4.379876 -6.356389 0.207855 0.0044 0.0304 -0.0050
Se -4.941361 -4.907640 -0.944268 0.0333 -0.0230 -0.0150
C -3.558751 -4.989245 -2.322538 0.0203 0.0978 -0.0270
C -3.415761 -3.546219 -2.777529 -0.0154 0.0255 0.0339
Se -3.186931 -2.494404 -1.133026 -0.1323 -0.1743 -0.0478
C -4.564772 -1.158515 -1.408728 -0.0260 -0.0230 -0.0118
H -3.361665 -6.187361 0.547864 -0.0002 0.0025 -0.0054
H -4.450254 -7.279365 -0.364928 0.0124 -0.0030 0.0027
H -5.070187 -6.385739 1.046302 0.0001 0.0022 -0.0020
H -3.854328 -5.665967 -3.122618 -0.0376 0.0052 0.0104
H -2.645887 -5.357913 -1.856716 -0.0189 -0.0365 0.0045
H -4.321391 -3.184768 -3.263110 0.0157 0.0199 -0.0172
H -2.569737 -3.381138 -3.440384 0.0153 -0.0557 0.0063
H -5.541564 -1.635216 -1.421991 0.0002 -0.0004 -0.0021
H -4.373767 -0.652308 -2.351578 0.0089 0.0140 0.0067
H -4.502948 -0.454360 -0.583742 -0.0084 0.0000 -0.0005
C 0.868410 -4.625553 4.125054 0.0032 -0.0040 -0.0002
C 1.940015 -4.207616 5.124525 0.0011 0.0017 0.0040
C 1.918040 -2.729103 5.499927 0.0019 0.0047 -0.0058
C 2.136710 -1.764769 4.315900 -0.0069 0.0062 0.0164
Ge 0.497675 -1.335035 3.342817 -0.0319 0.0222 -0.0757
C -0.984040 -0.611671 4.395524 -0.0021 -0.0074 0.0147
C -1.894659 -1.681081 5.037879 -0.0083 0.0071 -0.0186
C -3.141290 -2.003094 4.216846 0.0051 0.0151 -0.0004
C -2.860328 -2.565248 2.827257 0.0059 0.0108 0.0100
H 0.848951 -5.708391 4.007433 0.0020 -0.0001 0.0008
H 1.047617 -4.206838 3.131222 -0.0005 0.0033 -0.0001
H -0.129438 -4.322313 4.458150 -0.0043 0.0042 -0.0016
H 2.926523 -4.460492 4.727731 0.0007 0.0012 -0.0015
H 1.824728 -4.788432 6.040715 0.0011 -0.0007 -0.0003
H 2.715010 -2.540917 6.221176 -0.0010 -0.0022 0.0027
H 0.985848 -2.488567 6.021998 -0.0019 -0.0025 -0.0011
H 2.879732 -2.160871 3.620588 0.0021 -0.0025 0.0011
H 2.516487 -0.811129 4.689564 0.0058 -0.0025 -0.0007
H 0.113272 -2.215445 2.151606 0.0029 -0.0207 0.0154
H -1.581206 0.061636 3.776459 0.0064 0.0093 0.0016
H -0.513164 0.003312 5.165523 0.0013 -0.0081 0.0045
H -2.210842 -1.306869 6.012489 -0.0006 -0.0018 0.0030
H -1.341344 -2.601505 5.242337 -0.0017 -0.0076 -0.0022
H -3.747818 -1.097354 4.127419 -0.0030 -0.0024 0.0031
H -3.744963 -2.716325 4.780026 0.0039 -0.0064 0.0003
H -2.368525 -1.829278 2.183662 0.0048 -0.0015 -0.0040
H -3.790001 -2.855056 2.334510 -0.0004 -0.0016 0.0060
H -2.217571 -3.448502 2.875661 -0.0023 -0.0052 -0.0019
C 1.521123 2.553148 -1.099686 -0.0140 0.0092 0.0056
C 2.139323 2.814759 0.240519 0.0124 0.0122 -0.0028
O 2.949139 3.872862 0.189222 0.0033 -0.0206 -0.0255
N 1.984566 2.154432 1.320241 0.0176 -0.0188 0.0308
Te 3.942353 4.345782 1.849422 0.0163 -0.0026 0.0090
C 5.253946 5.722143 0.969791 -0.0023 0.0044 -0.0047
C 5.743310 5.579833 -0.331246 0.0100 -0.0031 -0.0024
C 5.427952 4.423007 -1.241323 -0.0043 0.0060 0.0032
C 6.602250 6.571563 -0.790799 -0.0054 -0.0014 -0.0015
C 6.997637 7.643335 0.000185 -0.0010 -0.0005 0.0051
C 7.924874 8.698128 -0.524805 -0.0006 0.0019 0.0002
C 6.545753 7.694242 1.316803 0.0054 0.0047 -0.0015
C 5.680990 6.743301 1.831587 -0.0175 -0.0015 0.0005
C 5.276323 6.833067 3.281758 0.0101 0.0010 0.0052
C 2.450399 5.571800 2.611463 -0.0049 0.0076 0.0104
C 2.032675 5.265465 3.916848 -0.0001 0.0047 -0.0002
C 2.584660 4.105392 4.706913 -0.0016 -0.0034 0.0060
C 1.095805 6.097967 4.508011 0.0015 0.0012 -0.0025
C 0.579661 7.207141 3.843659 -0.0015 0.0000 -0.0037
C -0.436216 8.095264 4.496546 0.0006 0.0020 -0.0013
C 1.016296 7.469716 2.547906 -0.0015 -0.0037 0.0004
C 1.957172 6.680487 1.901924 -0.0016 -0.0076 -0.0043
C 2.396930 7.080848 0.518407 0.0018 0.0043 0.0058
H 1.255968 3.491552 -1.582647 -0.0093 0.0000 0.0030
H 0.643629 1.919313 -1.009088 0.0096 -0.0109 -0.0020
H 2.262622 2.058455 -1.730629 0.0027 0.0057 -0.0022
H 5.404663 3.472012 -0.703435 -0.0044 -0.0035 0.0022
H 6.197575 4.340146 -2.005399 0.0017 -0.0045 0.0022
H 4.470054 4.553874 -1.744129 0.0004 0.0004 -0.0032
H 6.993146 6.487552 -1.797800 -0.0003 0.0008 -0.0014
H 8.209299 8.504290 -1.556427 -0.0002 0.0005 -0.0002
H 8.831998 8.745973 0.078680 -0.0002 -0.0004 0.0006
H 7.452261 9.680008 -0.477528 0.0008 0.0001 -0.0005
H 6.894456 8.487647 1.968127 0.0007 -0.0001 -0.0003
H 6.042359 7.361120 3.846498 0.0003 0.0013 -0.0015
H 5.183861 5.848580 3.760435 -0.0029 0.0020 0.0020
H 4.332350 7.362228 3.418576 -0.0002 -0.0012 -0.0007
H 2.530842 3.165636 4.149546 -0.0003 0.0024 -0.0019
H 2.021404 3.976656 5.628696 0.0006 0.0004 0.0000
H 3.626906 4.265695 4.995379 0.0015 -0.0008 0.0000
H 0.768159 5.886383 5.518848 0.0005 -0.0011 0.0001
H -0.474034 7.937816 5.572313 -0.0001 -0.0008 -0.0002
H -1.429234 7.893304 4.089939 0.0003 0.0006 0.0009
H -0.216391 9.145021 4.305811 0.0003 0.0004 -0.0005
H 0.617101 8.329812 2.022630 0.0000 0.0003 -0.0005
H 1.620354 7.679291 0.045964 0.0010 0.0006 0.0011
H 2.603034 6.229988 -0.127492 0.0008 -0.0021 -0.0028
H 3.300548 7.692150 0.561105 0.0020 0.0004 0.0001
```
Forces are in eV/Å.

---

Entry from the OMol25 dataset: a 2-piece molecular cluster, C4H8OS2 overall in a non-equilibrium geometry (wB97M-V/def2-TZVPD).

Output
Max |F| ... 3.28 eV Å⁻¹
Spin multiplicity ... 1
E ... -27992.705 eV
HOMO energy (spin up / spin down) ... -0.2496 / -0.2496 hartree

```
15
Properties=species:S:1:pos:R:3:forces:R:3
C 1.296186 0.626185 -0.171931 -0.8253 2.3964 -2.0760
C -0.697507 -0.823088 -0.678803 -0.6371 0.3099 -2.7033
C 1.248942 -1.546849 0.748842 0.7425 0.0610 1.6853
C 0.770981 -0.720584 -0.470300 2.1118 0.0677 2.3919
O 1.408926 1.717763 0.162562 0.0449 -2.3133 0.1878
S 1.530112 -1.004408 -3.473011 -0.5445 0.2501 -0.2333
S 2.187507 0.897038 -3.021811 -0.2309 -0.1120 0.8179
H -1.428818 -0.516825 0.066992 0.4309 0.0360 0.0931
H -0.906655 -1.815809 -1.106220 0.1698 -0.1574 0.9110
H -0.793141 -0.298570 -1.637995 -0.8631 0.6980 0.3301
H 2.244549 -2.049757 0.656667 -1.1715 -0.0173 -0.4989
H 1.451251 -0.916945 1.671260 -0.6625 -0.4644 -0.9320
H 0.381200 -2.188562 0.983530 0.9663 -0.2085 0.1028
H 1.305668 -1.007894 -1.382342 -0.0213 -0.3531 0.0796
H 2.368087 -1.372670 -4.430979 0.4900 -0.1931 -0.1560
```
Forces are in eV/Å.

---

Entry from the OMol25 dataset: C10H20F6Na5O10S2 as an isolated structure in a non-equilibrium geometry (wB97M-V/def2-TZVPD).

Output
Net charge ... +3
Max |F| ... 2.48 eV Å⁻¹
Spin multiplicity ... 1
E ... -91201.639 eV
HOMO energy ... -0.5349 hartree

```
53
Properties=species:S:1:pos:R:3:forces:R:3
Na 1.784424 -8.512764 0.453580 -0.4818 0.4364 0.5530
Na -2.052736 -8.452003 -2.186376 -0.8430 0.0803 0.0146
Na -0.290795 -3.380029 -3.711179 -0.7213 1.0815 0.8339
Na 4.042112 -8.161513 -2.111950 0.4563 0.4069 0.1000
Na 1.858686 -6.580968 -5.266678 -0.2359 0.4030 -0.2399
C -3.131341 -2.549219 -0.069343 0.2830 1.7158 -1.3246
F -2.572198 -2.525894 1.115559 0.8652 -0.0617 0.6194
F -3.111834 -3.828152 -0.492931 -0.2957 0.2748 0.2398
F -4.360538 -2.117820 0.066701 -0.8562 -0.3653 -0.0021
S -2.327818 -1.431808 -1.385936 -0.3582 1.2594 0.0656
O -1.940599 -0.277857 -0.620988 0.2258 -0.7412 -0.0997
O -1.190291 -2.257298 -1.878133 0.4423 -0.7842 -0.4327
O -3.326500 -1.198349 -2.407000 0.4256 -0.9198 0.5177
C 0.554288 -4.800143 -0.311451 -0.6512 -0.0701 -1.0826
F -0.709548 -4.501790 -0.356741 -0.1158 -0.3982 0.2254
F 1.273732 -3.747182 -0.546406 0.7008 0.2570 0.1927
F 0.870981 -5.415563 0.807424 0.3343 -0.1319 0.5740
S 0.899941 -6.068520 -1.662816 -2.4514 0.0621 0.3599
O -0.155583 -7.097503 -1.560942 1.0775 0.0381 0.1860
O 0.809377 -5.365018 -2.939804 0.8780 -0.2584 -0.6747
O 2.220434 -6.594714 -1.305412 1.1457 -1.2595 -0.3909
C -3.999305 -10.708494 -4.042723 1.0018 0.0369 0.8799
O -3.949579 -10.038018 -2.766242 0.3064 0.6460 -0.2295
C -5.113102 -9.206725 -2.549727 0.4285 -0.2435 0.2678
C -4.810652 -8.316639 -1.369898 -0.3067 0.2953 -0.5487
O -4.037486 -7.196030 -1.849178 0.5512 -0.8406 0.5766
C -3.828052 -6.248924 -0.793959 0.4273 -0.2521 -0.2283
H -4.818884 -11.424536 -4.050915 -0.2550 0.3392 -0.4481
H -3.072976 -11.286707 -4.096927 -0.1074 -0.0531 -0.0351
H -3.950054 -9.943607 -4.820191 -0.6407 -0.3303 -0.2932
H -5.958045 -9.868501 -2.362339 -0.1802 0.1730 -0.0195
H -5.286893 -8.557505 -3.411362 -0.1689 -0.2011 -0.1351
H -4.260517 -8.902995 -0.622765 -0.0348 0.1627 0.2075
H -5.719881 -7.902135 -0.931300 -0.0773 -0.2816 0.0959
H -3.150388 -6.621865 -0.008495 -0.0184 -0.2988 -0.0920
H -4.771202 -6.033175 -0.291937 -0.0018 0.4085 -0.2188
H -3.339160 -5.384602 -1.236651 -0.6616 -0.6166 -0.1066
C -1.051635 -5.134298 3.582430 0.9011 -0.2212 0.5519
O -0.226489 -4.488295 4.531819 -0.0020 0.9398 -1.0534
C 1.141674 -4.614853 4.223220 0.2774 -0.3855 1.5376
C 1.982321 -3.698130 5.121185 -0.3074 -0.5033 0.3485
O 1.618234 -2.356035 5.105119 0.3944 0.0337 -0.0939
C 1.834127 -1.702952 3.878506 0.2950 0.0042 -0.1675
H -2.052955 -4.721516 3.649765 -0.1220 -0.3328 0.2109
H -0.948031 -6.207567 3.804851 -0.7475 -0.1181 -0.2175
H -0.687242 -4.988224 2.563090 -0.0121 0.2729 -0.1128
H 1.424215 -4.468167 3.176203 -0.4808 0.0772 -0.2320
H 1.414070 -5.629869 4.558053 0.4084 -0.1649 -0.5072
H 3.040360 -3.883269 4.888507 0.0931 0.2833 -0.3194
H 1.881337 -4.034987 6.152808 -0.2632 0.0822 0.0421
H 1.770499 -0.636130 4.077161 -0.4191 -0.0196 -0.1828
H 1.120377 -2.051260 3.122557 -0.1650 0.3565 0.0117
H 2.841269 -1.854961 3.459685 0.0633 -0.2735 0.2761
```
Forces are in eV/Å.

---

Entry from the OMol25 dataset: H37O18 as an isolated structure in a non-equilibrium geometry (wB97M-V/def2-TZVPD).

Output
Net charge ... +1
Max |F| ... 7.50 eV Å⁻¹
Spin multiplicity ... 1
E ... -37445.362 eV
HOMO energy ... -0.4808 hartree

```
55
Properties=species:S:1:pos:R:3:forces:R:3
O 3.164679 3.571384 0.862342 -0.4228 1.6996 -1.7395
H -2.363956 0.984012 -5.487149 0.3296 -0.3189 0.0455
H 3.011659 4.392688 0.296411 0.2594 -1.3551 1.2786
O -2.360064 -2.420344 -1.748843 0.7392 0.6201 0.6858
H 1.808046 0.750554 4.287917 0.1344 -2.6576 2.7152
O 4.694741 1.889093 2.421032 0.4111 -2.3812 -3.2473
H 4.973615 2.096942 1.450314 -0.6359 0.3433 3.4588
H -0.239145 1.282406 -4.598672 2.2604 0.0479 1.2898
O -4.510482 2.687194 -0.175077 -2.1368 1.3220 -0.3076
H -2.967756 -2.347866 -2.479407 -0.2547 -0.5879 -0.1456
H -5.249205 3.227997 0.255604 1.6151 -1.1398 -0.5144
O -0.106557 1.022650 1.751653 -1.6545 0.2173 -0.6781
H -0.251176 1.923115 1.306352 1.1156 -2.1374 0.7578
H 0.772859 0.563599 1.793657 0.1651 0.9167 -0.2250
O 1.877401 0.015451 5.058224 1.9642 -1.3559 -5.1184
H 2.398809 -0.821863 4.466625 -2.3443 3.9123 2.5947
H 1.122642 1.908947 -4.601095 3.4368 4.7928 -3.4577
O 4.848370 -0.188498 -1.506692 1.0146 -2.0834 0.5311
H -0.903691 -1.857575 -0.547697 -1.7763 -0.8164 0.6867
H 3.304572 0.489346 2.833736 1.1430 0.5418 -0.3017
O 2.881374 3.394965 -3.667156 0.6124 -0.3186 -2.8533
H 3.023962 2.933810 -4.558041 -0.0504 1.3404 1.7005
H 2.678958 2.645526 -3.139859 -0.4748 -1.0385 1.1519
O -2.742882 -2.970986 2.645134 -0.4458 0.9798 1.4134
H -2.425274 -3.537170 3.407768 -0.7863 1.3782 -1.0703
H -0.345923 -2.343513 2.764176 -0.1840 -1.6419 -0.9124
O 0.690996 1.308080 -4.149047 -5.2247 -4.8147 2.4005
H 4.876394 -0.012952 -2.430060 -0.3484 1.0099 -1.3707
H -4.764233 2.819379 -1.119237 0.5914 -0.2123 0.9497
O -1.981467 -0.641673 1.723443 -0.7215 -0.3185 -4.4426
H -2.644358 -0.378871 0.981564 1.2318 -0.3774 1.5753
H -1.563249 -1.510204 1.325514 -1.1164 2.1234 1.4601
O -3.251374 3.745591 -3.242393 -0.4672 -1.8211 -0.3585
H -3.991422 3.105024 -3.275092 -0.3212 1.0388 0.0169
H -2.586094 3.043821 -3.309562 0.7890 0.7310 0.6340
O -1.843407 1.440621 -4.810350 -2.0449 1.3581 -0.4387
H -3.070612 -2.048684 2.972949 1.1107 -2.7798 -0.3386
H -2.339070 2.309969 -4.787879 1.1060 -1.0707 -0.2068
O 0.180472 -4.207183 2.203709 1.7002 -3.6095 -1.0467
H 1.039069 -4.818269 2.106770 -2.5505 2.3340 0.4858
H -0.478533 -4.855064 1.821696 0.6982 1.2384 0.5550
O -3.194694 -4.491153 -0.088582 1.7217 2.6070 -2.8617
H -3.477815 -5.247796 0.294180 -1.4103 -3.8292 1.7870
H -3.307261 -3.817838 0.550315 -0.2405 1.1404 1.2639
O -0.192203 -1.415284 2.821880 2.6339 -0.0241 5.2874
H 3.352767 2.928533 0.165288 -0.0719 -0.1763 0.2018
H -0.989053 0.164734 1.604096 0.1405 0.6957 0.7116
O 2.632833 0.098492 2.288679 -3.0545 1.3047 1.7745
H 4.759660 2.530755 3.092216 0.5585 1.8863 0.2371
H 2.975363 -0.452135 1.653150 1.6528 -1.8648 -2.1795
O -0.025684 -1.547550 -0.615955 0.6550 0.9533 -4.3393
H -2.210421 -3.327214 -1.443844 -0.7526 -0.1446 -0.5727
H -0.174411 -1.464023 -1.686465 1.3175 0.0375 3.6601
H 5.324573 -1.063019 -1.578279 -0.6873 1.1191 0.8958
H 0.157659 -1.487950 3.840039 -0.9299 1.1859 -3.4794
```
Forces are in eV/Å.

---

Entry from the OMol25 dataset: a 2-piece molecular cluster, CH3NOS overall in a non-equilibrium geometry (wB97M-V/def2-TZVPD).

Output
Max |F| ... 2.79 eV Å⁻¹
Spin multiplicity ... 1
E ... -15454.193 eV
HOMO energy ... -0.3532 hartree

```
7
Properties=species:S:1:pos:R:3:forces:R:3
C -1.510009 -0.122797 -0.015577 0.6926 -1.1770 0.6524
N 1.613249 0.079291 1.203522 0.0585 -0.7670 -0.9481
O -2.367262 -0.986165 0.019385 1.2281 1.4495 -0.0174
S 1.844293 -0.382647 -0.210259 1.1227 2.5264 0.4040
H -1.526219 0.729110 -0.741373 -0.2674 -0.2817 0.2641
H -0.527271 -0.164598 0.638780 -2.1591 0.0011 -0.7599
H 2.473217 0.847805 -0.894481 -0.6755 -1.7512 0.4049
```
Forces are in eV/Å.

---

Entry from the OMol25 dataset: a 2-piece molecular cluster, C2H2NO3 overall in a non-equilibrium geometry (wB97M-V/def2-TZVPD).

Output
⟨S²⟩ ... 2.0095
Net charge ... -1
Max |F| ... 3.69 eV Å⁻¹
Spin multiplicity ... 3
E ... -9735.220 eV
HOMO energy (spin up / spin down) ... 0.0169 / -0.0915 hartree

```
8
Properties=species:S:1:pos:R:3:forces:R:3
C -2.041659 -0.443571 0.262787 -3.2611 -1.5203 0.7996
C 2.583519 0.836636 -0.204656 0.5972 -1.1801 1.6598
N -1.020306 -0.744671 -0.577785 1.6134 1.5126 0.6566
O 2.554039 0.474414 0.905058 -0.3050 0.6187 -0.7185
O 2.819205 1.150812 -1.287973 -0.3037 0.5329 -0.8872
O 0.171629 -0.235706 -0.454577 -0.4210 -0.4860 -0.3308
H -2.241518 0.219072 1.156747 1.3991 -0.4035 -1.3291
H -2.824906 -1.256986 0.200401 0.6811 0.9257 0.1495
```
Forces are in eV/Å.

---

Question: Look up the max |F| of the third one.
Answer: 2.48 eV Å⁻¹

---

Question: Among the records above, which one has the lowest max |F|?
Answer: C32H54GaGeNOSe2Te

---

Question: Which of these has the highest E?
Answer: C2H2NO3

---

Question: E of number 1 (C32H54GaGeNOSe2Te)?
Answer: -284449.773 eV